# 1
ORCA calculation (ωB97M-V/def2-TZVPD) on a structure of composition C23H22Cl10O12 in a non-equilibrium geometry.

Positions of all 67 atoms, in Å:
Cl1 -1.484 -2.977 -1.862
O1 -6.398 3.829 -3.988
C1 2.568 -5.890 0.823
Cl2 2.368 2.295 5.399
C2 1.807 -4.385 -0.995
H1 -1.927 2.952 -0.987
C3 0.295 -0.422 0.546
O2 3.167 -7.483 -2.401
H2 3.531 -7.739 0.064
O3 1.727 -3.667 1.236
C4 2.851 -6.576 -1.481
C5 1.977 -4.594 0.317
Cl3 1.080 4.625 1.536
H3 3.506 -3.594 5.700
C6 -0.800 1.821 0.332
C7 0.142 -0.438 2.024
O4 -1.083 2.758 -0.373
C8 -4.522 3.774 -2.553
H4 2.037 -3.989 2.101
C9 -3.643 1.613 -4.215
H5 1.441 -3.401 -1.266
Cl4 -1.936 8.392 -1.383
H6 -1.689 3.520 1.784
O5 1.915 -5.203 -3.195
Cl5 -2.161 6.013 0.336
C10 -5.327 3.344 -3.693
C11 -1.081 -1.723 -3.065
H7 -4.723 4.618 -1.905
H8 3.534 0.216 5.588
H9 0.046 0.668 -1.272
H10 -1.289 -0.782 -2.570
C12 -4.657 2.368 -4.602
C13 -2.873 1.910 -2.955
Cl6 2.858 2.713 0.283
C14 -1.079 7.018 -0.709
C15 2.141 -5.353 -2.022
H11 -0.729 6.373 -1.506
C16 -0.156 0.593 -0.211
Cl7 1.281 -4.133 5.068
C17 2.569 0.540 5.220
Cl8 1.348 -0.390 6.081
H12 -0.772 0.821 3.607
H13 2.787 -7.184 -3.249
O6 -5.333 2.148 -5.742
O7 -1.557 2.798 2.422
O8 2.614 -6.093 2.021
C18 2.712 4.003 1.510
O9 -2.822 3.335 -1.017
H14 3.491 -4.582 4.222
H15 -0.262 7.426 -0.126
H16 -3.190 0.936 -4.928
Cl9 3.146 -2.302 3.781
H17 2.404 0.319 4.173
H18 2.869 3.555 2.485
C19 -3.432 3.083 -2.186
Cl10 -2.261 -1.703 -4.390
O10 -1.980 1.248 -2.501
C20 -0.951 1.761 1.826
H19 -0.048 -1.903 -3.330
C21 3.118 -6.767 -0.169
O11 0.554 -1.290 2.779
H20 3.409 4.778 1.219
C22 -0.469 0.761 2.567
C23 3.001 -3.775 4.757
H21 1.411 -1.901 0.781
O12 1.053 -1.405 0.014
H22 -6.122 2.718 -5.748

Properties
Gap between HOMO and LUMO ... 0.257 Ha
Maximum force ... 9.7 eV/A
ΔE to the lowest compared entry with this formula, charge and spin ... 246.2 kJ/mol
Spin multiplicity ... 1
Total charge ... 0
HOMO energy ... -9.0653 eV

=====

# 2
ORCA calculation (ωB97M-V/def2-TZVPD) on a structure of composition C17H15F5MoNO5S3Te in a non-equilibrium geometry.

Positions of all 48 atoms, in Å:
O1 3.787 -0.319 -2.240
H1 3.913 1.819 2.121
H2 2.910 2.721 -0.028
C1 -2.428 -5.604 1.582
H3 1.394 2.050 -0.648
F1 -3.237 -6.662 1.457
O2 -2.203 1.133 0.499
H4 0.263 2.699 1.646
O3 2.795 -2.291 -3.292
C2 1.934 1.346 1.336
H5 1.850 3.396 2.040
H6 3.728 0.154 1.518
O4 1.389 -0.709 -2.058
F2 -2.295 -5.414 -0.738
O5 -2.070 -0.879 0.919
C3 -2.084 -5.162 2.849
Te1 -1.502 0.167 -1.188
C4 -1.250 -4.066 2.976
F3 -2.549 -5.786 3.937
C5 1.242 2.489 2.086
C6 -1.137 4.431 -2.377
H7 1.090 2.226 3.136
C7 -1.100 -3.843 0.557
H8 -2.648 1.168 -3.758
C8 -1.569 2.075 -2.147
C9 3.237 0.961 2.063
H9 2.871 1.068 -0.618
C10 -0.775 -3.429 1.849
N1 -2.323 0.201 1.403
C11 -1.941 -4.955 0.466
S1 2.794 -1.368 -2.191
F4 0.032 -2.368 2.005
F5 -0.909 -3.637 4.197
C12 1.046 0.120 1.339
H10 -0.509 3.257 -0.700
H11 -1.905 5.367 -4.149
S2 -0.513 -3.041 -0.852
H12 -2.862 3.266 -5.048
C13 2.295 1.818 -0.077
Mo1 0.783 -1.025 -0.192
H13 0.651 -0.073 2.341
C14 -2.224 2.090 -3.376
C15 -2.343 3.268 -4.098
S3 2.866 -2.307 -0.382
H14 3.024 0.610 3.076
H15 -0.698 5.343 -1.992
C16 -1.802 4.442 -3.595
C17 -1.019 3.253 -1.655

Properties
Gap between HOMO and LUMO ... 0.228 Ha
Maximum force ... 1.3 eV/A
ΔE to the lowest compared entry with this formula, charge and spin ... 203.2 kJ/mol
Spin multiplicity ... 1
Total charge ... -1
HOMO energy ... -4.2055 eV

=====

# 3
ORCA calculation (ωB97M-V/def2-TZVPD) on a cluster of 2 separate species, C3H7PS in total in a non-equilibrium geometry.

Positions of all 12 atoms, in Å:
C1 0.477 0.084 -1.096
H1 0.375 1.239 0.696
H2 -0.051 0.606 -1.827
H3 0.916 -0.781 -1.468
P1 -1.852 -0.905 -0.146
C2 1.983 -0.099 0.809
H4 2.493 -1.012 0.318
C3 0.889 0.482 0.235
H5 2.272 0.096 1.784
S1 -2.883 0.766 0.454
H6 -2.409 -1.095 -1.371
H7 -2.211 0.618 1.612

Properties
Gap between HOMO and LUMO (spin up / spin down) ... 0.265 / 0.263 Ha
Maximum force ... 3.8 eV/A
ΔE to the lowest compared entry with this formula, charge and spin ... 253.7 kJ/mol
Spin multiplicity ... 1
Total charge ... 0
HOMO energy (spin up / spin down) ... -7.5720 / -7.3749 eV

=====

# 4
ORCA calculation (ωB97M-V/def2-TZVPD) on the molecule C7H10O in a non-equilibrium geometry.

Positions of all 18 atoms, in Å:
C1 -0.749 0.515 -1.671
C2 1.044 0.332 0.282
H1 0.648 0.041 2.375
O1 2.827 0.026 -1.415
H2 -2.090 0.098 0.834
C3 -1.619 -0.759 0.340
H3 -1.378 -0.067 -2.353
H4 -1.353 -1.477 1.119
C4 2.102 -0.212 -0.471
H5 0.147 0.834 -2.207
H6 -1.314 1.410 -1.389
H7 0.881 -1.936 0.282
C5 -0.430 -0.306 -0.455
C6 0.829 -1.043 -0.330
H8 0.108 1.603 1.722
H9 1.824 1.316 1.985
H10 -2.369 -1.212 -0.316
C7 0.892 0.839 1.667

Properties
Gap between HOMO and LUMO ... 0.324 Ha
Maximum force ... 6.7 eV/A
ΔE to the lowest compared entry with this formula, charge and spin ... 410.1 kJ/mol
Spin multiplicity ... 1
Total charge ... 0
HOMO energy ... -8.6848 eV
SMILES string ... CC1(C)[C@H]2C(=O)[C@]21C

=====

# 5
ORCA calculation (ωB97M-V/def2-TZVPD) on a structure of composition C24H38HfOP in a non-equilibrium geometry.

Positions of all 65 atoms, in Å:
H1 -0.242 -4.402 1.178
H2 -2.089 -2.812 -1.419
C1 -0.639 -3.379 1.175
C2 1.095 -1.516 -1.590
C3 -3.133 2.815 -1.589
C4 1.306 -1.124 -3.009
C5 -2.339 1.563 -1.442
C6 -2.370 0.615 -2.588
H3 0.362 -1.086 -3.562
H4 1.532 -2.394 2.763
C7 3.443 -0.877 -0.647
C8 0.706 1.837 -0.858
C9 -2.179 -0.339 0.202
H5 2.856 -1.360 2.183
C10 2.288 2.349 -2.694
H6 3.550 -0.211 -1.507
H7 -1.681 -3.427 0.835
H8 -1.560 -0.124 -2.667
H9 -0.651 -3.037 2.222
H10 -2.525 -0.591 1.197
C11 -0.236 2.639 -1.753
H11 2.107 1.525 4.141
C12 2.057 -1.404 -0.536
H12 -1.295 -0.521 5.350
H13 -0.894 -3.916 -2.109
Hf1 0.034 -0.081 0.224
H14 2.134 -0.266 4.152
H15 1.761 -0.129 -3.063
H16 -0.798 2.292 -3.907
H17 1.455 2.579 -4.642
H18 -2.998 3.268 -2.570
C13 0.223 -2.548 0.288
H19 -0.497 -1.660 4.254
H20 3.722 -0.314 0.253
C14 -0.030 -2.242 -1.086
H21 -0.177 3.015 3.642
H22 -2.912 3.583 -0.846
H23 -2.644 -0.978 -0.532
H24 1.438 0.637 5.527
H25 -2.076 1.770 0.672
C15 2.012 1.955 -1.357
H26 -4.198 2.565 -1.485
H27 -3.313 0.050 -2.539
H28 -0.819 3.506 -1.654
C16 1.554 0.624 4.435
H29 -1.207 -2.362 -2.886
P1 -0.052 0.649 3.670
H30 -1.974 -0.808 3.740
C17 1.506 -2.016 0.635
H31 2.899 1.701 -0.789
H32 1.967 -1.830 -3.538
H33 2.876 -3.097 1.846
C18 -0.039 2.430 -3.133
C19 -2.048 1.055 -0.145
H34 4.170 -1.693 -0.757
C20 -0.883 2.207 3.885
C21 -1.036 -0.704 4.300
C22 -1.111 -2.853 -1.912
C23 2.221 -2.219 1.926
H35 -2.360 1.108 -3.558
O1 0.147 0.393 2.131
C24 1.252 2.476 -3.587
H36 3.291 2.561 -3.033
H37 -1.763 2.258 3.227
H38 -1.195 2.293 4.938

Properties
Gap between HOMO and LUMO (spin up / spin down) ... 0.236 / 0.236 Ha
Maximum force ... 4.2 eV/A
ΔE to the lowest compared entry with this formula, charge and spin ... 0.0 kJ/mol
Spin multiplicity ... 1
Total charge ... +1
HOMO energy (spin up / spin down) ... -9.2381 / -9.2373 eV

=====

# 6
ORCA calculation (ωB97M-V/def2-TZVPD) on the molecule C4H6INO in a non-equilibrium geometry.

Positions of all 13 atoms, in Å:
H1 0.699 -1.245 -0.197
C1 -1.714 0.106 0.069
H2 -1.378 0.088 -2.286
C2 0.709 -0.798 0.848
H3 -2.559 -0.579 0.093
H4 0.975 -1.584 1.549
H5 1.497 -0.042 0.976
C3 -1.451 0.652 -1.315
H6 -0.596 1.325 -1.249
I1 -3.166 1.883 -1.873
C4 -1.170 0.856 1.277
N1 -0.610 -0.275 0.929
O1 -1.002 1.846 1.891

Properties
Gap between HOMO and LUMO ... 0.357 Ha
Maximum force ... 2.4 eV/A
ΔE to the lowest compared entry with this formula, charge and spin ... 240.0 kJ/mol
Spin multiplicity ... 1
Total charge ... 0
HOMO energy ... -9.5280 eV
SMILES string ... CN1C(=O)[C@H]1CI